A molecular structure, C7H5CoNO7 in a non-equilibrium geometry, computed with ωB97M-V with the def2-TZVPD basis set.

**Net charge**: +2
**Kohn-Sham gap (alpha / beta)**: 0.2059 / 0.2632 Eh
**HOMO energy (alpha / beta)**: -13.097 / -19.863 eV
**Lowest unoccupied orbital energy (alpha / beta)**: -7.494 / -12.700 eV
**Energy above the lowest of the compared OMol25 structures with the same formula, charge and spin**: 225.7 kJ/mol
**2S+1**: 4

```
21
C7H5CoNO7 | OMol25 | ωB97M-V with the def2-TZVPD basis set
O -2.791 -0.300 -0.608
C -1.715 0.027 -0.360
Co -0.130 0.544 0.025
O -0.493 3.393 0.628
C -0.361 2.278 0.380
C 1.560 0.346 0.374
O 2.677 0.229 0.636
C 0.179 0.495 -1.679
O 0.315 0.478 -2.819
C -0.421 -0.241 1.527
O -0.653 -0.753 2.535
N 1.338 -4.657 0.125
C 1.207 -4.142 -1.254
C 0.878 -2.662 -1.001
O 1.521 -1.818 -1.659
O 0.046 -2.546 -0.046
H 2.241 -4.357 0.493
H 1.309 -5.668 0.147
H 0.566 -4.210 0.657
H 2.121 -4.301 -1.822
H 0.333 -4.615 -1.712
```